DFT (ωB97M-V/def2-TZVPD) results for a structure of composition C19H36BF2GeIIrN3Si2 in a non-equilibrium geometry.

## Properties
electronic energy = -4192.42062 Eh
HOMO-LUMO gap = 6.32 eV
LUMO = -0.760 eV
charge = 0

Positions of all 66 atoms, in Å:
1 Ir -0.720258 -0.686085 0.021957
2 C 0.302186 -1.903952 3.349342
3 Si 0.740826 -0.072031 3.041327
4 C -0.687875 1.085209 3.545965
5 C 2.260746 0.252626 4.167912
6 C 1.248973 0.177945 1.210713
7 C 1.985877 -0.995237 0.747714
8 C 3.369870 -1.171459 0.818687
9 C 3.939792 -2.312732 0.295886
10 C 3.122925 -3.274278 -0.288503
11 C 1.759028 -3.056353 -0.291254
12 N 1.213657 -1.956003 0.208670
13 Si 1.997280 1.835593 0.676419
14 C 0.863942 3.297140 1.152181
15 C 2.291670 1.718643 -1.216079
16 C 3.707922 2.336764 1.395823
17 H -0.158624 -2.041605 4.321658
18 H 1.190614 -2.527204 3.318596
19 H -0.391373 -2.280154 2.604077
20 H -1.061898 0.825687 4.531672
21 H -1.516833 1.007375 2.850143
22 H -0.375260 2.122618 3.582009
23 H 2.092474 -0.118330 5.175052
24 H 2.494748 1.308306 4.246045
25 H 3.139301 -0.254904 3.780199
26 H 3.974490 -0.420234 1.292141
27 H 5.008659 -2.456826 0.341244
28 H 3.540330 -4.165649 -0.726443
29 H 1.077740 -3.780078 -0.717187
30 H -0.158127 2.984841 1.320658
31 H 0.857976 4.064053 0.383360
32 H 1.218464 3.765219 2.064644
33 H 1.798232 0.847942 -1.635117
34 H 3.350878 1.623131 -1.428768
35 H 1.938214 2.597790 -1.743359
36 H 3.713302 2.316076 2.480453
37 H 3.954333 3.349572 1.086680
38 H 4.507180 1.691403 1.044572
39 I -2.367591 5.595139 -1.237689
40 C -1.783475 3.596345 -1.372610
41 C -1.111372 3.006239 -2.423385
42 N -0.895184 1.737778 -2.058781
43 N -1.385556 1.475729 -0.850636
44 C -1.941346 2.589983 -0.412349
45 H -0.777003 3.411299 -3.357820
46 H -0.491777 0.973609 -2.585872
47 H -2.459933 2.633717 0.524156
48 F -3.531506 -0.237456 1.252956
49 B -2.535373 -1.145125 1.146299
50 F -2.919653 -2.241162 1.826971
51 C -3.648957 -2.919710 -1.694451
52 Ge -2.651335 -1.643669 -2.839831
53 C -3.640665 0.081047 -2.821896
54 C -2.747959 -2.325226 -4.730855
55 C -0.794793 -1.433447 -2.192846
56 H -4.596884 -3.199340 -2.146895
57 H -3.855012 -2.464626 -0.730530
58 H -3.077309 -3.826404 -1.520544
59 H -4.661700 -0.086321 -3.150330
60 H -3.202009 0.826382 -3.480154
61 H -3.670020 0.480108 -1.812786
62 H -3.786876 -2.457416 -5.020249
63 H -2.244699 -3.282366 -4.824444
64 H -2.289366 -1.629421 -5.426734
65 H -0.200954 -0.835146 -2.890759
66 H -0.323080 -2.415358 -2.177029

Cartesian forces, eV/Å:
Ir 1.625 0.879 -1.505
C -0.008 0.648 -0.257
Si 0.274 -0.047 -0.161
C 0.527 -0.460 -0.121
C -0.658 -0.029 -0.297
C -1.273 0.154 1.052
C -0.139 0.347 0.187
C 0.212 -0.318 -0.256
C -0.152 0.175 0.046
C -0.204 0.029 0.035
C 0.066 -0.624 -0.352
N -1.672 0.777 0.329
Si -0.094 0.217 -0.048
C 0.291 -0.563 -0.143
C -0.117 0.077 0.597
C -0.592 -0.452 -0.149
H -0.073 0.063 0.269
H 0.249 -0.090 -0.037
H -0.121 -0.097 -0.101
H -0.026 -0.100 0.228
H -0.156 -0.035 -0.184
H 0.128 0.235 -0.027
H -0.085 -0.083 0.200
H 0.050 0.283 -0.010
H 0.158 -0.131 -0.133
H 0.084 0.193 0.077
H 0.110 -0.027 0.008
H -0.062 -0.138 -0.014
H -0.041 -0.027 -0.010
H -0.175 -0.076 0.035
H 0.030 0.121 -0.208
H 0.130 0.050 0.233
H -0.136 -0.227 -0.124
H 0.252 -0.052 -0.019
H -0.117 0.230 -0.091
H -0.019 -0.007 0.230
H -0.068 0.188 -0.128
H 0.160 -0.114 -0.075
I 0.127 -0.556 -0.018
C -0.093 0.545 -0.173
C -0.150 0.289 0.317
N 0.177 -0.317 -0.210
N -0.134 -1.921 1.036
C -0.118 0.106 -0.229
H 0.047 -0.016 -0.159
H -0.047 0.158 0.110
H 0.034 -0.075 0.256
F 0.614 0.464 -0.506
B 1.027 0.451 -0.918
F 1.109 -0.124 -0.453
C 0.324 0.341 -0.242
Ge -0.131 -0.079 -0.365
C 0.258 -0.434 0.064
C 0.057 0.221 0.697
C -1.548 -0.245 1.539
H -0.089 0.036 -0.115
H -0.070 0.035 0.128
H 0.128 -0.114 0.013
H -0.166 -0.076 -0.062
H 0.112 0.065 -0.098
H -0.018 0.068 0.146
H -0.158 -0.009 -0.014
H 0.094 -0.156 0.010
H 0.098 0.141 -0.076
H 0.146 0.297 0.231
H 0.008 -0.069 0.021